(1)
Density functional theory data (ωB97M-V/def2-TZVPD) for a 2-piece molecular cluster, C5H14 overall at a distorted geometry.

Results
maximum force: 2.01 eV/Å
frontier orbital gap: 12.6 eV
energy relative to the best compared isomer or geometry (same formula, charge and spin): 0.504 eV
highest occupied orbital energy: -0.4198 Eh

Each line ends with the Löwdin charge.
Positions of all 19 atoms, in Å:
1 C -0.08 1.31 -1.16  -0.300
2 C -0.48 -0.90 2.78  -0.170
3 C -0.13 -1.67 1.49  -0.154
4 C 1.21 0.57 -0.72  -0.139
5 C -0.52 0.83 -2.53  -0.133
6 H 0.95 -1.84 1.45  0.068
7 H -0.81 1.01 -0.41  0.086
8 H -0.68 -0.25 -2.55  0.068
9 H -0.64 0.16 2.60  0.051
10 H -0.28 -1.00 0.65  0.018
11 H 0.17 1.11 -3.32  0.073
12 H 1.32 0.48 0.36  0.054
13 H -1.47 -1.17 3.17  0.058
14 H -1.52 1.24 -2.74  0.068
15 H -0.80 -2.52 1.45  0.064
16 H 0.25 -0.92 3.59  0.060
17 H 1.21 -0.41 -1.20  0.064
18 H 2.14 1.03 -1.06  0.067
19 H 0.17 2.37 -1.17  0.097

=====

(2)
Density functional theory data (ωB97M-V/def2-TZVPD) for C46H62BGaN6O2SSi as an isolated structure.

Results
maximum force: 0.53 eV/Å
frontier orbital gap: 8.0 eV
highest occupied orbital energy: -0.2743 Eh

Each line ends with the Löwdin charge.
Positions of all 120 atoms, in Å:
1 Ga -0.78 0.68 0.37  0.391
2 S 0.74 1.98 1.85  0.662
3 Si -2.38 2.14 1.52  0.625
4 O 7.14 1.26 -0.25  0.109
5 O 7.49 0.99 1.92  0.109
6 N -0.31 -1.62 -1.90  0.063
7 N 1.23 -1.34 0.04  0.091
8 N 0.22 -0.98 0.88  0.031
9 N 1.14 0.44 -1.83  0.096
10 N -1.42 -0.96 -1.43  0.099
11 N 0.24 1.27 -1.25  0.031
12 C 3.27 -2.81 0.06  -0.355
13 C -5.28 1.99 1.50  -0.103
14 C -4.13 2.54 0.94  -0.329
15 C -2.69 1.16 6.08  -0.095
16 C -1.03 -2.82 3.68  -0.051
17 C -3.30 0.32 5.15  -0.092
18 C 1.81 1.11 -2.79  -0.186
19 C 0.14 -0.70 4.35  -0.052
20 C -5.54 3.83 -0.56  -0.082
21 C 2.13 -0.30 -4.81  -0.040
22 C 0.40 -1.61 2.04  -0.237
23 C 4.62 0.97 2.34  -0.045
24 C -3.90 -1.15 -1.82  -0.364
25 C -2.46 1.69 3.33  -0.339
26 C -2.05 -2.52 -2.90  0.009
27 C 6.67 1.21 0.86  -0.484
28 C -0.53 -1.45 3.20  -0.359
29 C -1.25 4.16 -2.75  -0.056
30 C 1.31 2.40 -2.83  0.047
31 C -1.85 2.52 4.28  -0.110
32 C -6.67 3.25 -0.01  -0.090
33 C 0.32 2.46 -1.84  -0.255
34 C 4.02 -0.17 -3.09  -0.037
35 C 2.04 -2.22 0.67  -0.170
36 C 1.53 -2.42 1.94  0.061
37 C -6.54 2.33 1.03  -0.086
38 C -4.08 0.14 -1.06  -0.095
39 C 5.22 1.36 1.15  -0.169
40 C -0.58 3.60 -1.49  -0.380
41 C -0.48 -5.05 -2.94  -0.065
42 C 2.45 1.65 1.53  -0.597
43 C 0.10 -3.72 -3.45  -0.333
44 C 4.47 -1.90 0.32  -0.033
45 C 3.53 -4.22 0.59  -0.060
46 C -2.47 -1.50 -2.05  -0.256
47 C 3.05 2.04 0.33  -0.082
48 C -4.63 -2.30 -1.10  -0.056
49 C 1.62 -3.82 -3.34  -0.068
50 C 4.42 1.89 0.14  -0.025
51 C 3.25 1.09 2.53  -0.096
52 C -4.29 3.48 -0.08  -0.114
53 C -0.68 -2.60 -2.78  -0.173
54 C 2.83 0.55 -3.74  -0.332
55 C -3.17 0.58 3.80  -0.142
56 C -1.96 2.25 5.64  -0.079
57 C 0.17 4.70 -0.73  -0.056
58 B 1.08 -1.08 -1.48  -0.486
59 H -5.12 0.46 -1.05  0.089
60 H 4.38 -4.66 0.07  0.083
61 H -1.39 -0.88 2.85  0.094
62 H -7.66 3.52 -0.37  0.101
63 H -0.51 5.53 -0.51  0.083
64 H 2.66 -4.87 0.45  0.083
65 H 1.50 0.33 -5.45  0.086
66 H -1.45 -3.40 2.86  0.084
67 H -3.76 0.01 -0.03  0.043
68 H -2.78 0.96 7.14  0.102
69 H -5.68 -2.06 -0.97  0.079
70 H -2.68 -3.14 -3.52  0.119
71 H -3.48 0.95 -1.50  0.080
72 H 5.20 0.51 3.14  0.112
73 H 4.67 -1.83 1.39  0.088
74 H 0.57 4.32 0.21  0.044
75 H 6.99 1.06 2.74  0.089
76 H -5.64 4.56 -1.35  0.102
77 H 2.45 2.49 -0.44  0.084
78 H -1.69 3.45 1.41  -0.001
79 H -0.14 -3.64 -4.51  0.141
80 H 0.99 5.08 -1.33  0.087
81 H 1.92 -3.98 -2.31  0.070
82 H -0.50 4.61 -3.41  0.080
83 H -0.31 -5.14 -1.87  0.090
84 H 1.49 -1.06 -4.36  0.056
85 H -1.77 3.38 -3.31  0.086
86 H -4.55 -3.23 -1.66  0.073
87 H -4.19 -2.46 -0.12  0.084
88 H 1.63 3.18 -3.49  0.124
89 H 1.01 -1.25 4.70  0.086
90 H 1.94 -4.69 -3.91  0.086
91 H 4.78 -0.36 -3.85  0.087
92 H 0.46 0.30 4.04  0.033
93 H -4.35 -1.04 -2.81  0.143
94 H 2.15 -2.95 -3.73  0.053
95 H -3.87 -0.54 5.49  0.104
96 H -1.96 4.94 -2.48  0.076
97 H -1.47 2.90 6.35  0.104
98 H 3.74 -1.12 -2.65  0.054
99 H -0.21 -3.39 4.12  0.080
100 H -1.79 -2.69 4.44  0.076
101 H 5.37 -2.29 -0.17  0.093
102 H 2.87 -0.80 -5.45  0.085
103 H -1.55 -5.12 -3.11  0.068
104 H -7.43 1.90 1.48  0.102
105 H 4.47 0.45 -2.31  0.069
106 H -0.56 -0.59 5.19  0.071
107 H 3.77 -4.20 1.66  0.079
108 H 2.80 0.78 3.45  0.095
109 H -3.41 3.95 -0.52  0.082
110 H -5.21 1.29 2.32  0.087
111 H 0.00 -5.89 -3.44  0.078
112 H 1.93 -1.64 -2.07  0.085
113 H 3.13 -2.87 -1.01  0.092
114 H 4.29 -0.89 -0.05  0.067
115 H -3.65 -0.09 3.09  0.102
116 H -1.36 3.20 -0.85  0.057
117 H 4.89 2.20 -0.78  0.118
118 H -1.27 3.37 3.95  0.092
119 H 3.23 1.43 -4.24  0.135
120 H 1.92 -3.07 2.71  0.120

=====

(3)
Density functional theory data (ωB97M-V/def2-TZVPD) for one molecule with the formula H4OS2Si at a distorted geometry.

Results
maximum force: 5.72 eV/Å
frontier orbital gap: 7.9 eV
energy relative to the best compared isomer or geometry (same formula, charge and spin): 1.950 eV
highest occupied orbital energy: -0.2955 Eh

Each line ends with the Löwdin charge.
Positions of all 8 atoms, in Å:
1 S -2.38 0.61 0.32  0.533
2 S 2.38 1.03 0.12  0.404
3 Si 0.75 -0.35 0.41  0.468
4 O -0.90 0.79 -0.31  -0.951
5 H -3.17 0.09 -0.85  -0.088
6 H 0.61 -0.61 1.77  -0.090
7 H 1.92 2.05 0.76  -0.242
8 H 0.72 -1.27 -0.81  -0.033

=====

(4)
Density functional theory data (ωB97M-V/def2-TZVPD) for C43H61BrN5O2Si5W as an isolated structure.

Results
net charge: -1
maximum force: 0.63 eV/Å
frontier orbital gap (alpha / beta): 5.9 / 5.8 eV
energy relative to the best compared isomer or geometry (same formula, charge and spin): 1.120 eV
highest occupied orbital energy (alpha / beta): -0.1308 / -0.1253 Eh

Each line ends with the Löwdin charge.
Positions of all 118 atoms, in Å:
1 W 0.45 0.05 -0.12  1.630
2 Br -5.74 3.21 -3.35  0.733
3 Si -1.32 -2.90 -0.73  0.471
4 Si -2.95 -1.12 1.04  0.439
5 Si -0.32 -2.72 2.03  0.460
6 Si -0.01 1.08 3.51  0.451
7 Si 0.95 2.80 -2.33  0.475
8 O -1.60 0.92 -0.65  -0.081
9 O -0.56 -0.43 -1.97  -0.193
10 N 1.36 -2.44 -0.38  -0.026
11 N 0.82 2.05 -0.74  -0.175
12 N 2.72 0.63 0.81  0.058
13 N 0.03 1.16 1.73  -0.186
14 N -3.14 0.60 -5.16  0.086
15 C 2.39 -4.65 -1.70  -0.064
16 C -1.28 -2.88 3.66  -0.203
17 C 3.01 -1.16 -3.69  -0.091
18 C -2.32 0.25 -4.16  -0.082
19 C -0.07 -4.61 1.78  -0.190
20 C 1.03 -4.41 -1.67  -0.070
21 C 0.93 2.57 4.24  -0.166
22 C 4.23 -0.53 -3.50  -0.097
23 C 0.20 5.30 1.00  -0.122
24 C -1.89 -2.76 -2.54  -0.163
25 C 0.54 3.00 0.24  -0.318
26 C 1.48 -2.36 2.50  -0.207
27 C -3.47 1.65 -2.59  -0.051
28 C -3.32 0.67 1.55  -0.178
29 C 0.82 1.70 -3.85  -0.145
30 C -0.81 3.47 2.17  -0.111
31 C 0.80 4.37 0.14  -0.093
32 C 4.81 2.36 1.41  -0.055
33 C -2.45 0.75 -2.87  -0.115
34 C -1.51 0.38 -1.78  -0.615
35 C 2.94 1.05 2.05  -0.131
36 C -0.66 4.84 1.97  -0.119
37 C 3.23 -3.78 -1.02  -0.046
38 C -0.09 2.53 1.41  -0.360
39 C 2.62 3.69 -2.53  -0.163
40 C 3.36 0.37 -1.44  -0.226
41 C 2.10 -0.21 -1.63  -0.208
42 C -4.11 1.46 -4.89  -0.190
43 C -2.33 -4.45 -0.28  -0.184
44 C -4.31 2.00 -3.63  -0.662
45 C 0.84 -0.28 4.51  -0.195
46 C 4.62 1.90 0.12  -0.022
47 C 0.53 -3.31 -0.98  -0.318
48 C -0.44 4.05 -2.60  -0.153
49 C 3.97 1.91 2.41  -0.045
50 C 4.40 0.24 -2.36  -0.043
51 C -3.94 -2.13 2.32  -0.199
52 C 3.58 1.01 -0.14  -0.239
53 C -4.15 -1.38 -0.42  -0.179
54 C -1.17 -1.65 0.67  -0.503
55 C 1.98 -1.00 -2.78  -0.140
56 C -1.72 1.00 4.32  -0.171
57 C 2.68 -2.68 -0.40  -0.156
58 H 0.27 3.21 4.82  0.036
59 H -3.91 -0.84 -1.34  0.006
60 H 3.30 -1.95 0.10  0.115
61 H 0.36 2.30 -4.64  0.036
62 H 5.37 0.69 -2.16  0.099
63 H 3.15 3.31 -3.40  0.022
64 H -0.59 -3.33 4.38  0.036
65 H 0.34 -5.08 -2.17  0.106
66 H 0.71 0.13 5.52  0.038
67 H -1.79 -5.37 -0.53  0.034
68 H 0.24 0.79 -3.73  -0.006
69 H 1.70 2.19 4.93  0.023
70 H 3.25 3.54 -1.65  0.011
71 H 2.79 -5.51 -2.23  0.102
72 H 1.82 1.40 -4.19  0.025
73 H 0.45 -4.93 0.88  0.019
74 H -1.45 3.14 2.96  0.068
75 H 4.30 -3.93 -1.00  0.104
76 H -2.81 -2.20 -2.71  0.022
77 H 0.37 -1.25 4.50  -0.016
78 H -2.11 -3.58 3.54  0.020
79 H -1.11 -2.35 -3.18  0.014
80 H -1.41 3.61 -2.35  0.025
81 H 5.60 3.06 1.63  0.106
82 H -3.25 -4.44 -0.87  0.023
83 H 1.41 3.20 3.50  0.031
84 H -0.46 4.32 -3.67  0.027
85 H -2.26 0.09 4.03  0.002
86 H -3.92 0.68 2.47  0.029
87 H -0.97 -5.21 1.89  0.018
88 H -1.21 5.54 2.61  0.090
89 H 1.91 -0.41 4.37  0.027
90 H -2.08 -3.79 -2.85  0.035
91 H -2.44 1.29 1.69  -0.010
92 H 2.11 -3.05 1.93  0.015
93 H 1.63 -2.61 3.55  0.030
94 H 1.43 4.75 -0.65  0.068
95 H -5.11 -0.99 -0.06  0.035
96 H -0.35 4.97 -2.02  0.019
97 H -1.68 -1.98 4.10  0.000
98 H -2.62 -4.51 0.77  0.005
99 H -3.92 1.13 0.76  0.025
100 H -4.98 -1.84 2.16  0.029
101 H 2.26 0.69 2.80  0.035
102 H -3.69 -1.90 3.35  0.009
103 H -3.87 -3.21 2.18  0.017
104 H -3.58 2.06 -1.60  0.123
105 H -2.39 1.84 4.12  0.021
106 H 2.86 -1.79 -4.56  0.101
107 H -4.31 -2.42 -0.68  0.021
108 H -1.53 -0.44 -4.40  0.116
109 H 5.04 -0.65 -4.21  0.093
110 H 5.26 2.23 -0.69  0.105
111 H 1.83 -1.35 2.31  -0.012
112 H 0.39 6.35 0.86  0.089
113 H 0.58 -4.86 2.63  0.035
114 H -4.77 1.73 -5.71  0.098
115 H 2.48 4.77 -2.66  0.026
116 H -1.56 0.96 5.40  0.035
117 H 1.06 -1.52 -2.98  0.085
118 H 4.07 2.22 3.44  0.105

=====

(5)
Density functional theory data (ωB97M-V/def2-TZVPD) for C7H6CuO5S as an isolated structure at a distorted geometry.

Results
net charge: +2
maximum force: 6.19 eV/Å
frontier orbital gap (alpha / beta): 6.8 / 4.9 eV
spin multiplicity: 2
energy relative to the best compared isomer or geometry (same formula, charge and spin): 0.000 eV
<S²>: 0.75
highest occupied orbital energy (alpha / beta): -0.5992 / -0.5971 Eh

Each line ends with the Löwdin charge.
Positions of all 20 atoms, in Å:
1 Cu -0.01 -0.21 -1.50  0.114
2 S 0.32 0.39 1.30  0.779
3 O -2.65 1.42 -1.12  0.280
4 O 0.00 -0.15 -5.20  0.197
5 O 1.60 2.54 -1.16  0.242
6 O -1.57 -2.79 -1.13  0.293
7 O 2.66 -1.72 -1.13  0.274
8 C 1.66 -1.17 -1.29  0.012
9 C 0.00 -0.15 -4.08  0.085
10 C -1.69 0.83 -1.29  0.021
11 C -1.03 -0.60 1.77  -0.367
12 C -0.98 -1.82 -1.29  0.016
13 C 1.01 1.57 -1.36  -0.012
14 C 1.04 0.98 2.75  -0.345
15 H -1.83 -0.66 1.01  0.040
16 H 1.17 0.07 3.35  0.071
17 H 0.27 1.66 3.17  0.072
18 H -0.62 -1.59 1.97  0.065
19 H -1.34 -0.10 2.71  0.075
20 H 2.00 1.50 2.51  0.087

=====

(6)
Density functional theory data (ωB97M-V/def2-TZVPD) for a 10-piece molecular cluster, C26H70N2O28S8 overall at a distorted geometry.

Results
maximum force: 4.25 eV/Å
frontier orbital gap: 10.1 eV
energy relative to the best compared isomer or geometry (same formula, charge and spin): 3.737 eV
highest occupied orbital energy: -0.3907 Eh

Each line ends with the Löwdin charge.
Positions of all 134 atoms, in Å:
1 S 0.21 -4.89 -0.94  0.713
2 S -4.13 -4.06 0.20  0.681
3 S 1.88 0.31 5.46  0.739
4 S 0.79 5.49 -2.57  0.677
5 S 3.88 1.42 -2.05  0.653
6 S 5.61 -1.64 0.99  0.676
7 S -7.05 -0.55 -2.56  0.724
8 S 0.16 6.44 2.05  0.674
9 O -3.75 -2.36 3.80  0.067
10 O -3.73 -2.89 0.91  -0.283
11 O -1.28 5.56 1.95  -0.276
12 O -5.53 -0.21 -1.97  -0.303
13 O 2.94 2.03 -2.99  -0.316
14 O -0.12 7.70 1.35  -0.288
15 O 2.40 0.87 3.98  -0.281
16 O 0.72 -0.96 1.32  0.029
17 O 1.18 1.46 6.15  -0.326
18 O -0.88 0.43 1.52  0.045
19 O -3.15 -0.51 2.93  0.051
20 O 5.36 -3.06 0.74  -0.304
21 O 6.35 -0.84 -0.03  -0.317
22 O -7.52 -1.71 -1.85  -0.298
23 O 1.62 -5.17 -0.86  -0.277
24 O 2.15 6.16 -1.93  -0.258
25 O -0.25 -3.63 -1.55  -0.327
26 O -6.90 -0.62 -4.06  -0.328
27 O 1.08 5.08 -3.95  -0.323
28 O 3.58 -0.26 -1.93  -0.293
29 O -3.98 -5.38 0.84  -0.276
30 O 4.06 1.87 -0.71  -0.284
31 O 1.35 5.73 1.73  -0.288
32 O -3.50 -4.05 -1.36  -0.277
33 O 3.02 -0.39 6.09  -0.318
34 O -0.64 -6.10 -1.77  -0.276
35 O -0.31 6.44 -2.48  -0.296
36 O 6.46 -1.48 2.37  -0.284
37 N -3.97 -1.33 3.20  -0.462
38 N -0.28 -0.37 0.85  -0.366
39 C -3.48 -2.91 -2.16  -0.291
40 C -2.20 3.50 1.44  -0.038
41 C 3.23 -1.06 -3.12  -0.236
42 C -3.29 -3.21 -3.68  -0.014
43 C 2.36 -2.18 -2.61  -0.067
44 C 3.40 5.48 -2.25  -0.251
45 C 5.48 1.49 -2.86  -0.096
46 C 4.22 5.19 -0.94  -0.045
47 C -5.35 -1.09 2.62  0.042
48 C -0.37 -0.14 -0.64  0.077
49 C 2.33 2.33 2.18  -0.066
50 C 4.08 -0.79 1.63  -0.083
51 C 1.88 2.11 3.61  -0.298
52 C -4.63 0.60 -2.76  -0.252
53 C -3.66 1.38 -1.85  -0.062
54 C 0.72 -0.98 4.80  -0.099
55 C 0.09 6.83 3.94  -0.071
56 C -0.75 -5.85 -4.21  -0.078
57 C -1.29 4.26 2.44  -0.299
58 C -5.88 -3.80 -0.33  -0.102
59 C -0.63 -5.25 0.75  -0.061
60 C -0.11 -6.59 -3.01  -0.248
61 C -7.96 1.10 -2.10  -0.064
62 C 6.24 -2.41 3.47  -0.278
63 C 0.50 3.90 -1.50  -0.048
64 C 7.49 -3.17 3.73  -0.076
65 H 5.19 1.79 -3.87  0.068
66 H 2.95 -3.05 -2.34  0.083
67 H -3.65 0.96 -0.85  0.077
68 H 2.25 2.91 4.26  0.127
69 H 1.21 -1.70 4.14  0.061
70 H 4.16 -1.44 -3.56  0.118
71 H 2.77 -0.45 -3.89  0.111
72 H -2.64 1.41 -2.22  0.064
73 H 3.20 4.58 -2.83  0.076
74 H 2.02 1.44 1.63  0.059
75 H -0.32 -6.16 -5.16  0.075
76 H -1.65 4.23 3.47  0.126
77 H -1.83 3.65 0.42  0.061
78 H 3.41 2.33 2.02  0.077
79 H -1.55 -4.79 1.11  0.035
80 H 5.90 0.48 -2.88  0.068
81 H 7.40 -3.57 4.74  0.086
82 H 0.62 0.22 -0.92  0.094
83 H 4.27 0.14 2.16  0.066
84 H -2.65 -2.27 -1.85  0.097
85 H 4.05 6.09 -2.88  0.118
86 H -2.68 -2.40 -4.07  0.080
87 H -0.37 -7.65 -3.13  0.119
88 H -0.11 -0.48 4.31  0.053
89 H 7.64 -3.94 2.98  0.081
90 H 0.80 1.99 3.53  0.107
91 H -0.68 -4.76 -4.24  0.060
92 H 1.47 3.40 -1.49  0.026
93 H 3.68 4.50 -0.29  0.054
94 H -7.92 1.75 -2.97  0.060
95 H -5.78 -0.45 3.39  0.103
96 H 0.04 4.25 -0.57  0.031
97 H -5.04 1.24 -3.54  0.124
98 H 5.94 -1.92 4.39  0.120
99 H -6.54 -4.30 0.38  0.074
100 H -0.97 7.07 4.03  0.052
101 H -5.83 -1.97 2.19  0.083
102 H -7.46 1.64 -1.29  0.058
103 H -0.26 3.90 2.44  0.089
104 H -6.04 -4.18 -1.34  0.076
105 H -4.28 -3.32 -4.13  0.082
106 H 0.97 -6.52 -3.06  0.111
107 H -5.28 -0.46 1.74  0.084
108 H 0.27 -1.63 5.56  0.067
109 H -1.82 -6.04 -4.32  0.068
110 H -3.96 -0.09 -3.27  0.104
111 H 3.60 -0.52 0.70  0.030
112 H -1.07 0.66 -0.86  0.067
113 H -2.75 -4.14 -3.80  0.044
114 H 3.51 -1.61 2.07  0.067
115 H 6.21 2.13 -2.38  0.079
116 H 5.23 4.88 -1.20  0.075
117 H -0.59 -1.07 -1.17  0.075
118 H 1.94 3.18 1.63  0.058
119 H 5.39 -3.05 3.25  0.110
120 H 0.27 6.03 4.65  0.059
121 H 1.69 -1.95 -1.78  0.055
122 H 1.76 -2.47 -3.47  0.081
123 H -0.20 3.22 -1.99  0.054
124 H -0.54 -6.30 1.01  0.076
125 H 0.70 7.73 4.07  0.060
126 H 4.23 6.21 -0.55  0.077
127 H -3.94 2.42 -1.73  0.075
128 H -2.09 2.46 1.76  0.055
129 H -6.12 -2.74 -0.36  0.027
130 H -8.98 0.92 -1.76  0.060
131 H -3.22 3.86 1.51  0.084
132 H -0.09 -4.54 1.39  0.055
133 H 8.37 -2.55 3.53  0.086
134 H -4.44 -2.45 -1.93  0.082